No. 1
{
  "formula": "C50H38N9O5SeY",
  "method": "wB97M-V/def2-TZVPD",
  "symbols": ["Y", "C", "C", "C", "C", "C", "C", "C", "C", "C", "C", "C", "C", "C", "C", "C", "C", "C", "C", "C", "N", "C", "C", "C", "C", "C", "C", "C", "C", "C", "C", "C", "C", "N", "C", "C", "C", "C", "C", "N", "C", "C", "C", "C", "C", "C", "C", "C", "N", "H", "H", "H", "H", "H", "H", "H", "H", "H", "H", "H", "H", "H", "H", "H", "H", "H", "H", "H", "H", "H", "H", "H", "H", "H", "H", "H", "H", "N", "C", "C", "C", "N", "H", "H", "H", "H", "H", "H", "H", "H", "H", "H", "O", "N", "C", "C", "N", "C", "N", "O", "Se", "O", "O", "O"],
  "coordinates": [[-0.076, 0.125, 0.316], [4.603, -6.131, 1.609], [3.896, -5.424, 2.560], [2.978, -4.456, 2.208], [3.058, -3.881, 0.903], [3.984, -4.452, -0.015], [4.640, -5.604, 0.315], [2.192, -2.782, 0.396], [0.825, -3.054, 0.175], [0.315, -4.445, 0.200], [-1.028, -4.360, -0.045], [-1.368, -2.980, -0.076], [-2.721, -2.422, -0.299], [-3.820, -3.160, 0.297], [-5.199, -2.786, 0.005], [-6.208, -3.579, 0.503], [-5.968, -4.569, 1.416], [-4.671, -4.872, 1.833], [-3.592, -4.183, 1.319], [-2.809, -1.369, -1.240], [-1.856, -0.271, -1.343], [-2.438, 0.672, -2.072], [-1.999, 2.157, -1.956], [-2.898, 2.983, -2.961], [-2.780, 2.796, -4.327], [-3.572, 3.547, -5.229], [-4.431, 4.551, -4.828], [-4.612, 4.643, -3.435], [-3.831, 3.880, -2.541], [-0.502, 2.402, -2.207], [0.120, 3.374, -3.079], [1.463, 3.284, -2.859], [1.678, 2.096, -1.997], [0.420, 1.671, -1.598], [2.968, 1.647, -1.518], [3.141, 0.418, -0.900], [4.411, -0.045, -0.460], [4.233, -1.339, -0.006], [2.822, -1.569, -0.012], [2.172, -0.525, -0.572], [4.137, 2.523, -1.873], [4.397, 2.699, -3.265], [5.407, 3.445, -3.760], [6.384, 3.942, -2.854], [6.224, 3.701, -1.513], [5.090, 3.065, -1.017], [-3.583, 0.146, -2.725], [-3.759, -1.140, -2.299], [-0.256, -2.201, 0.012], [5.150, -7.016, 1.902], [3.999, -5.708, 3.576], [2.256, -4.006, 2.904], [4.088, -4.067, -1.054], [5.252, -6.129, -0.426], [0.880, -5.362, 0.296], [-1.700, -5.200, -0.214], [-5.468, -1.921, -0.598], [-7.191, -3.196, 0.245], [-6.810, -5.182, 1.793], [-4.571, -5.699, 2.504], [-2.590, -4.310, 1.640], [-2.105, 2.031, -4.738], [-3.454, 3.393, -6.287], [-5.006, 5.070, -5.563], [-5.411, 5.255, -3.019], [-3.969, 4.024, -1.476], [-0.431, 3.929, -3.801], [2.132, 4.049, -3.292], [5.375, 0.387, -0.601], [4.950, -2.098, 0.327], [3.733, 2.191, -3.957], [5.492, 3.602, -4.830], [7.277, 4.424, -3.273], [6.985, 4.021, -0.807], [5.007, 2.924, 0.076], [-4.205, 0.675, -3.436], [-4.405, -1.853, -2.729], [-1.087, 2.210, 3.897], [-0.617, 1.662, 5.154], [-0.578, 0.075, 5.146], [0.318, -0.631, 4.134], [-0.286, -0.954, 2.817], [-2.063, 2.487, 3.901], [-1.141, 1.406, 3.240], [-1.333, 1.951, 5.987], [0.351, 2.108, 5.312], [-1.588, -0.366, 5.125], [-0.256, -0.300, 6.147], [0.716, -1.522, 4.643], [1.203, 0.009, 3.892], [-1.277, -0.703, 2.801], [-0.239, -1.968, 2.584], [1.356, 1.417, 1.292], [1.665, 1.828, 2.548], [1.489, 3.159, 2.648], [1.777, 3.806, 3.877], [1.964, 4.309, 4.882], [1.161, 3.994, 1.591], [1.068, 4.677, 0.663], [-4.574, 1.064, 0.046], [-3.209, 1.701, 0.713], [-3.409, 2.901, 1.804], [-2.082, 0.643, 1.396], [-2.166, 2.643, -0.592]],
  "lowdin_charge": [1.5360, -0.1106, -0.1172, -0.0197, -0.1830, -0.0554, -0.1147, -0.1034, -0.2385, -0.0189, -0.0791, -0.2593, -0.0707, -0.1099, -0.0142, -0.1369, -0.1452, -0.1142, -0.0348, -0.2081, 0.0148, -0.2861, -0.2955, -0.1632, -0.0530, -0.1007, -0.1081, -0.0705, -0.0183, -0.2145, -0.0436, -0.0431, -0.2059, 0.0442, -0.0607, -0.2711, -0.0157, -0.0218, -0.2758, 0.0435, -0.1527, -0.0678, -0.0990, -0.1083, -0.1162, -0.0412, -0.0714, -0.0675, -0.0131, 0.0882, 0.0824, 0.1173, 0.1348, 0.0976, 0.0957, 0.1072, 0.0999, 0.0949, 0.0932, 0.0827, 0.0768, 0.1311, 0.0846, 0.0796, 0.0911, 0.1151, 0.0814, 0.1031, 0.0905, 0.0983, 0.1175, 0.0954, 0.0921, 0.0952, 0.1271, 0.0973, 0.0839, 0.0119, -0.2666, -0.1904, -0.2664, -0.0248, 0.0547, 0.0303, 0.1160, 0.0606, 0.1066, 0.0974, 0.1003, 0.0913, 0.0442, 0.0854, -0.3471, 0.0623, -0.3311, -0.2197, 0.1443, -0.1898, 0.2011, -0.4109, 1.0504, -0.4571, -0.5808, -0.2459],
  "e_above_lowest_kj_mol": 190.8,
  "gap_ev": [4.9, 5.1],
  "total_charge": -2,
  "lumo_ev": [3.655, 3.958],
  "e_homo_ha": [-0.044, -0.042]
}

No. 2
{
  "formula": "C50H40AsFGeNO7S2W",
  "method": "wB97M-V/def2-TZVPD",
  "symbols": ["W", "C", "C", "C", "C", "C", "C", "C", "F", "C", "C", "C", "O", "C", "C", "N", "C", "C", "O", "O", "H", "H", "H", "H", "H", "H", "H", "H", "H", "H", "H", "S", "C", "C", "C", "C", "C", "C", "As", "C", "C", "C", "C", "C", "C", "C", "C", "C", "C", "C", "C", "H", "H", "H", "H", "H", "H", "H", "H", "H", "H", "H", "H", "H", "H", "O", "S", "O", "O", "O", "C", "C", "C", "C", "C", "C", "Ge", "C", "C", "C", "C", "C", "C", "C", "C", "C", "C", "C", "C", "H", "H", "H", "H", "H", "H", "H", "H", "H", "H", "H", "H", "H", "H", "H"],
  "coordinates": [[1.507, 0.524, 0.018], [-1.842, -6.557, -0.921], [-2.806, -5.390, -1.077], [-4.139, -5.603, -0.383], [-3.975, -5.584, 1.129], [-3.333, -4.290, 1.557], [-3.592, -3.744, 2.789], [-3.018, -2.531, 3.167], [-3.316, -2.037, 4.370], [-2.181, -1.843, 2.346], [-1.870, -2.393, 1.098], [-0.919, -1.747, 0.232], [-0.382, -0.638, 0.547], [-0.634, -2.383, -0.987], [-1.289, -3.529, -1.367], [-2.163, -4.129, -0.575], [-2.456, -3.607, 0.688], [0.326, -1.633, -1.774], [0.221, -1.325, -2.931], [1.317, -1.181, -0.987], [-2.307, -7.465, -1.308], [-1.571, -6.722, 0.124], [-0.925, -6.387, -1.488], [-2.994, -5.227, -2.136], [-4.560, -6.549, -0.718], [-4.828, -4.808, -0.678], [-3.363, -6.427, 1.458], [-4.944, -5.691, 1.614], [-4.255, -4.250, 3.483], [-1.766, -0.892, 2.637], [-1.105, -3.984, -2.333], [0.443, 3.148, -0.227], [1.573, 3.823, -1.293], [2.021, 5.155, -1.135], [2.815, 5.695, -2.115], [3.149, 4.943, -3.254], [2.721, 3.621, -3.405], [1.963, 3.047, -2.416], [1.396, 1.190, -2.433], [3.063, 0.394, -3.083], [3.076, -0.834, -3.739], [4.274, -1.499, -3.955], [5.470, -0.951, -3.513], [5.468, 0.289, -2.891], [4.273, 0.961, -2.682], [0.230, 1.394, -3.931], [0.502, 0.796, -5.141], [-0.367, 1.028, -6.197], [-1.488, 1.829, -6.027], [-1.738, 2.434, -4.800], [-0.874, 2.215, -3.740], [1.722, 5.734, -0.270], [3.169, 6.714, -2.018], [3.748, 5.400, -4.033], [2.976, 3.051, -4.286], [2.156, -1.274, -4.084], [4.269, -2.453, -4.466], [6.402, -1.481, -3.664], [6.396, 0.739, -2.561], [4.312, 1.942, -2.233], [1.371, 0.175, -5.276], [-0.163, 0.576, -7.159], [-2.169, 1.985, -6.854], [-2.598, 3.080, -4.673], [-1.047, 2.700, -2.787], [5.116, 1.090, 0.880], [3.735, 0.868, 0.821], [2.858, 0.874, 2.012], [3.232, -0.405, 0.117], [2.895, 1.864, -0.063], [0.877, -2.409, 4.765], [1.377, -2.405, 3.464], [1.199, -1.287, 2.676], [0.514, -0.158, 3.146], [0.039, -0.173, 4.447], [0.216, -1.295, 5.256], [0.260, 1.457, 2.013], [0.556, 2.934, 3.233], [-0.332, 4.007, 3.283], [-0.126, 5.035, 4.194], [0.980, 5.010, 5.033], [1.884, 3.957, 4.967], [1.676, 2.920, 4.067], [-1.686, 1.554, 1.570], [-2.548, 1.710, 2.651], [-3.929, 1.719, 2.478], [-4.474, 1.584, 1.213], [-3.633, 1.430, 0.116], [-2.257, 1.412, 0.298], [1.022, -3.279, 5.395], [1.909, -3.269, 3.081], [1.640, -1.305, 1.673], [-0.483, 0.696, 4.840], [-0.160, -1.289, 6.272], [-1.191, 4.036, 2.623], [-0.831, 5.855, 4.248], [1.144, 5.819, 5.735], [2.751, 3.940, 5.616], [2.380, 2.099, 4.019], [-2.138, 1.831, 3.650], [-4.577, 1.838, 3.338], [-5.549, 1.606, 1.075], [-4.049, 1.324, -0.879], [-1.647, 1.261, -0.573]],
  "lowdin_spin": [0.0807, 0.0000, 0.0000, 0.0000, 0.0000, 0.0000, 0.0000, 0.0000, 0.0000, 0.0000, 0.0000, 0.0002, -0.0004, -0.0001, 0.0002, -0.0002, -0.0001, 0.0000, -0.0005, 0.0051, 0.0000, 0.0000, 0.0000, 0.0000, 0.0000, 0.0000, 0.0000, 0.0000, 0.0000, 0.0000, 0.0000, 0.4142, 0.0944, 0.0745, 0.0028, 0.1407, -0.0003, 0.0941, 0.0009, 0.0005, 0.0000, -0.0001, -0.0001, -0.0001, -0.0006, 0.0032, 0.0003, 0.0006, 0.0005, 0.0005, 0.0028, 0.0019, -0.0017, 0.0067, -0.0015, 0.0000, 0.0000, 0.0000, 0.0000, -0.0003, 0.0000, 0.0001, 0.0000, 0.0000, 0.0036, 0.0023, 0.0005, -0.0009, 0.0029, 0.0173, -0.0006, 0.0008, 0.0008, 0.0099, 0.0011, 0.0006, 0.0077, 0.0130, 0.0030, 0.0003, 0.0018, 0.0015, 0.0014, 0.0008, -0.0006, 0.0024, 0.0002, 0.0017, 0.0064, 0.0000, 0.0000, 0.0001, 0.0001, 0.0001, -0.0001, 0.0000, 0.0001, 0.0001, 0.0001, -0.0001, 0.0001, 0.0000, 0.0001, 0.0029],
  "multiplicity": 2,
  "gap_ev": [5.6, 4.8],
  "total_charge": 2,
  "lumo_ev": [-7.726, -8.508],
  "e_homo_ha": [-0.489, -0.488]
}

> Which formula does entry 2 have?

C50H40AsFGeNO7S2W